{"formula": "C3H6N4S", "method": "the ωB97M-V functional and the def2-TZVPD basis", "elements": ["C", "C", "C", "H", "H", "H", "H", "H", "H", "N", "N", "N", "N", "S"], "xyz": [[1.25, -0.13, -0.14], [-0.02, 0.62, -0.03], [-1.29, -0.20, 0.11], [3.29, -0.03, 0.12], [2.48, 1.48, 0.52], [0.47, -1.77, -0.88], [-3.28, -0.09, -0.04], [-2.41, 1.28, -0.70], [-0.38, -1.61, 1.09], [2.40, 0.49, 0.26], [1.35, -1.30, -0.64], [-2.42, 0.30, -0.47], [-1.32, -1.29, 0.75], [-0.13, 2.24, 0.04]], "de_lowest_kj_mol": 91.89, "multiplicity": 1, "homo_lumo_gap_ha": 0.2909, "total_energy_ev": -20003.3838, "smiles": "[H]/N=C(/N)C(=S)/C(N)=N\\[H]", "homo_ev": -9.4}

{"formula": "C3H6N6", "method": "the ωB97M-V functional and the def2-TZVPD basis", "elements": ["C", "C", "C", "H", "H", "H", "H", "H", "H", "N", "N", "N", "N", "N", "N"], "xyz": [[-0.82, 0.75, -0.08], [0.52, 1.01, -0.06], [-1.14, -0.68, -0.07], [-2.66, 1.58, 0.44], [-1.38, 2.53, 0.42], [1.07, 1.93, 0.28], [3.22, -0.02, 0.92], [3.38, 0.24, -0.67], [-3.07, -0.39, 0.28], [-1.90, 1.67, -0.18], [1.47, 0.08, -0.11], [2.81, 0.54, 0.20], [1.20, -1.25, -0.15], [-0.09, -1.60, 0.00], [-2.34, -1.21, 0.18]], "de_lowest_kj_mol": 630.02, "multiplicity": 1, "homo_lumo_gap_ha": 0.2974, "total_energy_ev": -12144.1640, "smiles": "[H]/N=c1/nnn(N)cc1N", "homo_ev": -8.1}

{"formula": "C3H6N6O2", "method": "the ωB97M-V functional and the def2-TZVPD basis", "elements": ["C", "C", "C", "N", "N", "N", "N", "N", "N", "O", "O", "H", "H", "H", "H", "H", "H"], "xyz": [[0.62, 0.69, 0.81], [-0.41, 1.01, -0.11], [1.73, 0.14, -1.71], [-0.38, 1.06, -1.41], [0.68, 0.74, -2.16], [-1.59, 1.45, 0.44], [0.47, -1.60, 0.60], [1.19, -0.44, 1.03], [2.62, -0.27, -2.62], [3.36, 0.49, -3.25], [2.63, -1.45, -2.84], [0.46, 0.85, -3.15], [-1.71, 1.38, 1.46], [-2.04, 2.15, -0.20], [0.18, -1.41, -0.29], [0.97, -2.57, 0.56], [1.83, -0.46, 1.72]], "de_lowest_kj_mol": 564.50, "multiplicity": 1, "homo_lumo_gap_ha": 0.3128, "total_energy_ev": -16234.4906, "homo_ev": -8.6}

{"formula": "C3H6NO", "method": "the ωB97M-V functional and the def2-TZVPD basis", "elements": ["C", "C", "C", "N", "O", "H", "H", "H", "H", "H", "H"], "xyz": [[-1.29, 0.02, 0.01], [0.08, -1.18, 0.01], [-0.19, 1.05, 0.01], [0.92, 0.06, -0.02], [-2.45, -0.06, -0.01], [0.16, -1.76, 0.91], [0.12, -1.78, -0.89], [-0.23, 1.71, -0.86], [-0.18, 1.68, 0.90], [1.55, 0.13, 0.79], [1.51, 0.12, -0.86]], "de_lowest_kj_mol": 86.85, "multiplicity": 1, "homo_lumo_gap_ha": 0.3964, "total_energy_ev": -6737.0769, "charge": 1, "smiles": "O=C1C[NH2+]C1", "homo_ev": -14.8}

{"formula": "C3H6NO2", "method": "the ωB97M-V functional and the def2-TZVPD basis", "elements": ["O", "C", "O", "C", "C", "N", "H", "H", "H", "H", "H", "H"], "xyz": [[-2.86, 0.22, -0.11], [-2.20, 0.81, 0.77], [-1.95, 0.35, 1.91], [1.84, -0.02, -0.49], [0.31, -0.75, -0.03], [2.98, -0.49, -0.86], [-1.91, 1.86, 0.46], [0.05, -0.07, 0.79], [0.60, -1.74, 0.27], [-0.34, -0.59, -0.90], [1.64, 1.03, -0.26], [1.84, -0.63, -1.54]], "de_lowest_kj_mol": 488.52, "multiplicity": 1, "homo_lumo_gap_ha": 0.2918, "total_energy_ev": -8790.1537, "charge": -1, "homo_ev": -4.2}

{"formula": "C3H6NO2", "method": "the ωB97M-V functional and the def2-TZVPD basis", "elements": ["C", "C", "N", "H", "H", "H", "H", "H", "O", "C", "O", "H"], "xyz": [[1.23, -2.55, -1.73], [1.15, -2.02, -0.49], [0.64, -0.82, -0.13], [1.12, -2.01, -2.67], [1.40, -3.61, -1.79], [1.31, -2.75, 0.30], [0.61, 0.03, -0.66], [0.14, -0.73, 0.74], [-1.19, 0.75, 1.10], [-1.28, 1.90, 0.63], [-0.56, 2.90, 0.75], [-2.17, 2.13, -0.04]], "de_lowest_kj_mol": 116.00, "multiplicity": 1, "homo_lumo_gap_ha": 0.2998, "total_energy_ev": -8794.0146, "charge": -1, "homo_ev": -4.2}

{"formula": "C3H6NO2", "method": "the ωB97M-V functional and the def2-TZVPD basis", "elements": ["C", "C", "C", "N", "O", "O", "H", "H", "H", "H", "H", "H"], "xyz": [[-0.26, -1.55, -0.51], [1.09, 2.69, -0.05], [0.02, -0.29, -0.46], [0.07, 0.55, 0.84], [0.20, 3.22, -0.42], [-0.82, -2.30, 0.47], [0.20, -1.85, -1.53], [0.19, 0.58, -1.19], [-0.33, -0.31, 1.15], [-0.62, 1.25, 0.62], [1.04, 1.08, 1.14], [-0.78, -3.08, -0.07]], "de_lowest_kj_mol": 350.43, "multiplicity": 1, "homo_lumo_gap_ha": 0.4023, "total_energy_ev": -8782.3496, "charge": 1, "homo_ev": -14.9}

{"formula": "C3H6NO2S", "method": "the ωB97M-V functional and the def2-TZVPD basis", "elements": ["C", "C", "C", "N", "O", "O", "S", "H", "H", "H", "H", "H", "H"], "xyz": [[-0.28, -0.69, -0.32], [-0.65, 0.57, -1.05], [0.95, -0.11, 0.96], [-0.82, -1.82, -0.42], [2.59, -1.20, -0.65], [2.66, 1.29, -0.59], [2.68, 0.01, 0.24], [0.36, 0.95, -1.40], [-1.04, 1.26, -0.21], [-1.30, 0.38, -1.91], [0.50, 0.95, 1.32], [0.96, -0.89, 1.65], [-0.16, -2.51, 0.14]], "de_lowest_kj_mol": 268.71, "multiplicity": 1, "homo_lumo_gap_ha": 0.2725, "total_energy_ev": -19627.7433, "charge": -1, "homo_ev": -3.4}